24
Properties=species:S:1:pos:R:3:nbo_charge:R:1 method="wB97M-V/def2-TZVPD" lumo_energy_ev=4.08 multiplicity=1 total_charge=-1 homo_energy_ev=-2.63 e_tot_ha=-691.1690
C -1.138 -1.092 2.379 -0.04
H 2.983 1.576 -1.986 0.19
H -3.086 -1.455 1.551 0.20
C 1.534 0.190 -2.838 -0.41
H 1.275 -0.904 -2.758 0.19
H -1.249 -1.760 3.227 0.15
H 0.531 2.043 -2.572 0.18
C 2.787 0.517 -2.061 -0.62
H 1.737 0.372 -3.920 0.17
H 0.264 -2.380 1.487 0.34
H -2.971 -0.167 2.816 0.18
H 0.671 -0.306 3.319 0.18
H -0.357 -1.118 0.538 0.41
C -2.476 -0.624 1.937 -0.62
N -0.534 -1.793 1.291 -0.90
C -0.287 0.093 2.912 -0.64
H 3.643 0.007 -2.473 0.18
H -0.020 0.713 2.050 0.25
C 0.299 0.991 -2.469 -0.50
H 2.660 0.199 -1.021 0.23
S -0.182 0.856 -0.646 -0.76
H -0.739 0.717 3.700 0.18
H -2.351 0.145 1.138 0.24
H -0.654 0.731 -2.968 0.20